No. 1
{"formula": "C3H38NO15S", "method": "wB97M-V/def2-TZVPD", "species": ["C", "O", "C", "C", "S", "N", "H", "H", "H", "H", "H", "H", "H", "H", "H", "H", "H", "H", "O", "H", "H", "O", "H", "H", "O", "H", "H", "O", "H", "H", "O", "H", "H", "O", "H", "H", "O", "H", "H", "O", "H", "H", "O", "H", "H", "O", "H", "H", "O", "H", "H", "O", "H", "H", "O", "H", "H", "O"], "positions_angstrom": [[-0.17012, 0.00002, -0.59527], [-0.28170, 1.02980, -1.51899], [0.91829, -1.02895, -1.06153], [1.25560, -2.17204, -0.12165], [2.68610, -3.15042, -0.66767], [0.28076, -1.85742, -2.22483], [-0.08567, 0.19284, 0.47129], [-1.11188, -0.50477, -0.81330], [0.26115, 1.83308, -1.45108], [1.61624, -0.41849, -1.63417], [1.42305, -1.91498, 0.92212], [0.39695, -2.81776, 0.08326], [3.63559, -2.21732, -0.82759], [0.20202, -1.21985, -3.05681], [0.97561, -2.59283, -2.36070], [-0.68572, -2.12977, -2.06690], [-2.93007, -1.53536, -1.07571], [-2.65046, -3.15304, -0.88479], [-2.50600, -2.37330, -1.41898], [-0.87145, 3.55182, -2.40851], [-1.79326, 4.52396, -1.70943], [-1.76093, 3.90874, -2.44842], [-1.42458, -1.41846, 2.22911], [-1.69227, -0.49571, 3.46268], [-1.53505, -0.50170, 2.51858], [-2.87936, 0.68700, 2.41547], [-3.99653, 1.73766, 2.23182], [-3.83646, 0.79124, 2.24604], [1.93233, -1.54626, 3.98180], [1.97846, -1.13319, 2.59222], [2.21872, -1.90206, 3.12854], [0.87248, 2.04562, 3.65634], [0.20506, 0.90737, 2.99878], [1.08962, 1.18841, 3.27132], [4.25984, 0.27205, 1.80181], [4.76062, 0.27050, 0.32767], [4.41591, 0.82176, 1.02885], [-4.34600, 0.17927, -0.24241], [-3.64989, -0.85937, 0.71781], [-3.60300, -0.42121, -0.13135], [2.56626, 1.80556, -2.57423], [2.58863, 2.41676, -1.08970], [2.10593, 1.88185, -1.73459], [2.94912, 2.13393, 1.50126], [1.62776, 1.46828, 1.01415], [2.07515, 2.30537, 1.13243], [-1.84842, -3.19744, 2.21892], [-0.62697, -4.04083, 2.60896], [-0.90582, -3.28644, 2.08036], [0.26382, 3.41081, 0.92957], [-1.12622, 3.74363, 1.62835], [-0.68312, 3.52014, 0.81808], [-0.35403, 0.76626, -3.58275], [0.17218, 0.07784, -4.90716], [0.35588, 0.25823, -3.98824], [-4.01289, 3.01158, -1.34916], [-2.71828, 2.15651, -1.29656], [-3.47511, 2.45309, -0.78576]], "mulliken_charge": [-0.359, -0.017, 0.610, -0.023, -0.116, -0.113, -0.038, -0.142, 0.205, 0.293, -0.454, 0.324, 0.122, 0.412, 0.369, 0.283, 0.379, 0.267, -0.715, 0.241, 0.321, -0.621, 0.052, 0.303, -0.353, 0.280, 0.323, -0.618, 0.356, 0.169, -0.609, 0.282, 0.256, -0.569, 0.329, 0.276, -0.615, 0.286, 0.270, -0.593, 0.222, 0.243, -0.477, 0.209, 0.324, -0.544, 0.299, 0.242, -0.532, 0.323, 0.243, -0.521, 0.300, 0.291, -0.660, 0.295, 0.289, -0.601], "e_above_lowest_kj_mol": 65.8, "charge": 1, "lumo_ha": -0.096}

***

No. 2
{"formula": "C3H39NO15", "method": "wB97M-V/def2-TZVPD", "species": ["C", "C", "C", "N", "H", "H", "H", "H", "H", "H", "H", "H", "H", "H", "H", "O", "H", "H", "O", "H", "H", "O", "H", "H", "O", "H", "H", "O", "H", "H", "O", "H", "H", "O", "H", "H", "O", "H", "H", "O", "H", "H", "O", "H", "H", "O", "H", "H", "O", "H", "H", "O", "H", "H", "O", "H", "H", "O"], "positions_angstrom": [[3.30974, 1.53173, 1.59013], [1.76080, 1.47477, 1.84466], [1.38591, 2.44409, 2.92752], [3.55829, 0.58902, 0.46875], [3.99835, 1.35373, 2.46292], [3.38042, 2.59522, 1.33416], [1.62154, 0.29676, 1.91466], [1.34615, 1.64382, 0.89763], [1.37935, 3.47291, 2.51032], [1.98921, 2.34097, 3.87053], [0.45654, 2.14533, 3.46435], [3.13239, -0.23416, 0.87670], [4.56992, 0.62090, 0.37708], [2.29422, 1.49752, -4.44017], [2.19667, 0.66454, -3.08805], [1.67156, 1.01188, -3.88398], [0.28968, -1.72490, -0.59361], [0.44262, -0.62300, 0.46919], [0.47064, -1.58674, 0.36426], [-2.30833, 3.54954, 0.79256], [-0.84207, 3.74742, 1.19968], [-1.71007, 3.57026, 1.59648], [1.55370, -1.56810, -4.29313], [0.63860, -1.72277, -3.17628], [1.41960, -2.20175, -3.55701], [-1.01550, -0.10905, 3.41095], [-1.72894, 0.46880, 4.64431], [-0.87124, 0.15623, 4.32231], [-2.70712, 0.51334, -2.81770], [-3.48171, -0.24204, -1.61560], [-2.98346, -0.31285, -2.45386], [-4.71409, 0.41925, 0.80459], [-3.21238, -0.06765, 0.78395], [-3.93892, 0.29919, 0.28890], [-3.64847, -1.94695, -0.35287], [-3.95622, -3.24722, 0.55789], [-3.34008, -2.79501, -0.02091], [-0.68235, -1.67150, 3.58911], [-0.99805, -3.15668, 4.12082], [-0.96812, -2.62208, 3.33695], [-1.95381, -1.89374, 1.83758], [-1.21745, -1.03085, 0.97623], [-1.76186, -0.95850, 1.80254], [-0.84157, -2.45902, -2.70527], [-1.43684, -0.93887, -2.38552], [-0.85908, -1.69191, -2.14352], [-0.24920, 1.06141, -4.49473], [-1.80559, 1.13720, -4.80637], [-1.11416, 1.20359, -4.09032], [2.74147, 0.07864, -1.34876], [2.74073, -1.28375, -2.30459], [2.61253, -0.34426, -2.17616], [2.98483, -2.74639, 2.16690], [1.90078, -1.96317, 1.24203], [2.67939, -1.86906, 1.84878], [1.01671, 2.89481, -0.40677], [0.16468, 2.64856, -1.78889], [0.17490, 2.96092, -0.90422]], "mulliken_charge": [-0.785, 0.783, -1.262, -0.350, 0.369, 0.421, -0.207, -0.220, 0.343, 0.353, 0.239, 0.133, 0.188, 0.229, 0.406, -0.644, 0.314, 0.111, -0.684, 0.322, 0.297, -0.620, 0.426, 0.466, -0.702, 0.435, 0.329, -0.654, 0.292, 0.323, -0.684, 0.265, 0.421, -0.633, 0.299, 0.272, -0.597, 0.319, 0.239, -0.626, 0.415, 0.466, -0.850, 0.221, 0.338, -0.653, 0.286, 0.305, -0.604, 0.436, 0.314, -0.617, 0.284, 0.445, -0.728, 0.341, 0.276, -0.599], "e_above_lowest_kj_mol": 320.5, "lumo_ha": 0.011}

***

No. 3
{"formula": "C3H3AgLiO3", "method": "wB97M-V/def2-TZVPD", "species": ["O", "C", "C", "O", "C", "O", "Li", "H", "H", "H", "Ag"], "positions_angstrom": [[0.51373, -0.30371, -0.86568], [-0.86913, 0.13940, -0.91479], [-0.93478, 1.36491, -0.20000], [0.26015, 0.54301, 1.11900], [1.10163, 0.00053, 0.32630], [2.32987, -0.04876, 0.34091], [2.47031, -0.92889, -1.39786], [-1.35193, -0.06558, -1.87352], [-1.84661, 1.85046, 0.15761], [-0.36588, 2.24299, -0.51180], [-2.24682, -1.42355, 1.07231]], "mulliken_charge": [-0.486, -0.639, -0.086, -0.424, 1.056, -0.781, 0.895, 0.426, 0.262, 0.229, 0.547], "e_above_lowest_kj_mol": 119.7, "charge": 1, "lumo_ha": -0.189}

***

No. 4
{"formula": "C3H3AlLiO3", "method": "wB97M-V/def2-TZVPD", "species": ["O", "C", "C", "O", "C", "O", "Al", "H", "H", "H", "Li"], "positions_angstrom": [[-0.02445, 0.64440, 0.77573], [-1.48432, 0.53051, 0.54417], [-1.63154, -0.78389, -0.07141], [-0.17074, -0.67583, -0.93419], [0.61913, -0.11726, -0.07784], [1.79748, -0.46271, 0.09145], [3.06975, 0.35863, 0.39793], [-2.02792, 0.74709, 1.47142], [-2.39190, -1.03530, -0.82061], [-1.65681, -1.64740, 0.59823], [-2.04473, 2.08348, -0.89478]], "mulliken_charge": [-0.173, -0.665, -0.013, -0.280, 0.769, 0.011, 0.251, 0.513, 0.296, 0.303, 0.990], "e_above_lowest_kj_mol": 66.3, "s_squared": 0.75, "charge": 2, "lumo_ha": [-0.337, -0.443], "multiplicity": 2}

***

No. 5
{"formula": "C3H3BaLiO4", "method": "wB97M-V/def2-TZVPD", "species": ["H", "C", "C", "O", "C", "O", "O", "O", "Ba", "H", "H", "Li"], "positions_angstrom": [[-1.10243, -1.26089, 3.17026], [0.25803, -2.05150, 3.27093], [-0.07152, -0.83789, 2.49262], [-0.14254, -1.12771, 1.16568], [-0.46290, -0.15563, 0.22874], [-1.08385, 0.85441, 0.58745], [-0.15913, -0.45604, -0.93791], [0.65672, -3.08905, 2.68947], [-1.36603, 1.91623, -2.24757], [0.62907, -1.78347, 4.28401], [0.47356, 0.08137, 2.74609], [0.85012, -3.04774, 0.79723]], "mulliken_charge": [0.204, -0.037, -0.128, -0.238, 0.717, -0.661, -0.695, -0.676, 0.783, 0.402, 0.411, 0.917], "s_squared": 0.75, "charge": 1, "lumo_ha": [-0.126, -0.126], "multiplicity": 2}

***

No. 6
{"formula": "C3H3BiFO3", "method": "wB97M-V/def2-TZVPD", "species": ["C", "C", "O", "C", "O", "O", "Bi", "F", "H", "H", "H"], "positions_angstrom": [[-0.17563, -0.04618, -1.03023], [1.20897, -0.11562, -0.39780], [0.94333, -0.24871, 0.99401], [-0.14345, 0.51315, 1.29378], [-0.87849, 0.20813, 2.30415], [-0.96434, 0.52299, 0.06203], [-2.58347, 0.07282, 1.32868], [-0.66502, -1.30162, -1.29601], [-0.27705, 0.56980, -1.92871], [1.76101, 0.81425, -0.59438], [1.77413, -0.98901, -0.73552]], "mulliken_charge": [0.348, -0.438, -0.153, 0.720, -0.340, -0.271, 1.297, -0.219, 0.344, 0.362, 0.352], "e_above_lowest_kj_mol": 90.5, "s_squared": 0.76, "charge": 2, "lumo_ha": [-0.449, -0.446], "multiplicity": 2}

***

No. 7
{"formula": "C3H3Br", "method": "wB97M-V/def2-TZVPD", "species": ["C", "C", "C", "Br", "H", "H", "H"], "positions_angstrom": [[-0.75540, 0.76393, -0.36295], [0.30341, 0.72224, 0.29539], [-0.34851, -0.63395, 0.25656], [3.26549, 0.07536, 0.06156], [-1.45268, 1.28010, -0.85846], [-0.92121, -0.96566, 1.08893], [-0.09109, -1.24203, -0.48103]], "mulliken_charge": [-0.173, -0.186, -0.326, -0.268, 0.431, 0.237, 0.284], "e_above_lowest_kj_mol": 480.1, "lumo_ha": [-0.130, -0.130]}

***

No. 8
{"formula": "C3H3Br", "method": "wB97M-V/def2-TZVPD", "species": ["Br", "C", "C", "C", "H", "H", "H"], "positions_angstrom": [[2.16813, 1.55667, 0.61207], [0.63558, 0.20995, 0.16941], [0.27067, -0.83818, -0.44600], [-0.85056, 0.11529, 0.10763], [0.31389, -1.85600, -0.80646], [-1.09695, 0.95391, -0.64045], [-1.44077, -0.14163, 1.00380]], "mulliken_charge": [-0.182, -0.092, -0.087, -0.438, 0.344, 0.193, 0.261], "e_above_lowest_kj_mol": 156.5, "lumo_ha": 0.005}

***

No. 9
{"formula": "C3H3Br2Cl", "method": "wB97M-V/def2-TZVPD", "species": ["C", "C", "C", "Cl", "Br", "Br", "H", "H", "H"], "positions_angstrom": [[0.37781, -0.29565, -0.01267], [-0.91839, -0.39848, -0.05789], [-1.43345, -2.14442, -0.63216], [-0.33141, -2.65884, -1.80485], [-1.42907, -3.20432, 1.04940], [-3.19889, -1.91967, -1.36479], [0.78524, 0.76006, 0.14531], [1.13000, -1.09591, -0.12523], [-1.68405, 0.35088, -0.03899]], "mulliken_charge": [-0.508, -0.187, 0.004, -0.074, -0.020, -0.049, 0.218, 0.255, 0.361], "e_above_lowest_kj_mol": 139.6, "lumo_ha": 0.005}

***

No. 10
{"formula": "C3H3Br2F", "method": "wB97M-V/def2-TZVPD", "species": ["C", "C", "C", "F", "Br", "Br", "H", "H", "H"], "positions_angstrom": [[1.35734, -0.58184, 0.52822], [0.35554, -0.01277, -0.01291], [-0.92181, 0.43550, -0.16868], [-1.17692, 1.72299, -0.55656], [0.66981, -0.40372, -2.98507], [-1.83172, 0.51251, 2.06206], [2.14285, -0.66335, -0.15638], [1.20731, -0.77696, 1.64674], [-1.80240, -0.23235, -0.35741]], "mulliken_charge": [-0.288, 0.085, -0.285, -0.156, -0.111, -0.203, 0.284, 0.240, 0.435], "e_above_lowest_kj_mol": 316.2, "lumo_ha": [-0.107, -0.129]}

***

Calculated max |F|, 0.0515, 0.0897, 0.0555, 0.2007, 0.1098, 0.1337, 0.0889, 0.0588, 0.0962, 0.0593 hartree/bohr (same order as the records).
Calculated E_tot, -1718.3854, -1320.9893, -496.0045, -591.0490, -449.8594, -655.4564, -2689.8667, -2689.9900, -5724.2427, -5363.8395 Ha (same order as the records).